Record 1
Entry from the Open Molecules 2025 dataset: a cluster of 2 separate species, C2HBrCl2OS in total (ωB97M-V with the def2-TZVPD basis set).

## Properties
- strongest force on any atom (eV/A) = 3.19
- HOMO level (spin up / spin down) (hartree) = -0.2776 / -0.2777
- net charge = 0
- energy above the lowest of the compared OMol25 structures with the same formula, charge and spin (kJ/mol) = 395.0

```
8
C2HBrCl2OS, DFT ωB97M-V with the def2-TZVPD basis set
C -0.3932 0.1499 -0.4910
C 1.1575 -0.8932 0.5649
O -0.2893 1.4190 -1.1687
S -1.3115 1.5575 0.0371
Cl 0.0968 -2.0616 1.2419
Cl -0.2700 2.0405 1.6952
Br 2.0677 -1.4770 -0.9406
H -1.0579 -0.7351 -0.9389
```

Here are the Mulliken charges for atoms 1 to 4, given in e: atom 1 (C): -0.2022, atom 2 (C): 0.0127, atom 3 (O): -0.2132, atom 4 (S): 0.3466

Record 2
Entry from the Open Molecules 2025 dataset: a structure of composition C6H6O2 (ωB97M-V with the def2-TZVPD basis set).

## Properties
- strongest force on any atom (eV/A) = 6.61
- HOMO level (hartree) = -0.3460
- net charge = 0
- energy above the lowest of the compared OMol25 structures with the same formula, charge and spin (kJ/mol) = 346.6

```
14
C6H6O2, DFT ωB97M-V with the def2-TZVPD basis set
C -0.1783 1.2842 -0.0541
C -0.7943 0.2128 0.9992
C -0.7919 0.1237 -0.9801
C 0.3781 -1.0097 -0.7838
C 1.3830 -0.2069 0.0168
C 0.3633 -0.8216 0.8018
H -0.6142 2.2978 -0.4850
H -1.2060 0.4368 1.9373
H -1.2864 0.3769 -1.9263
H 0.5754 -1.8981 -1.2278
H 2.4262 -0.2108 -0.0281
H 0.4561 -1.5335 1.6247
O 1.0920 1.1628 0.0437
O -1.8030 -0.2145 0.0617
```

Here are the Mulliken charges for atoms 1 to 4, given in e: atom 1 (C): -0.2620, atom 2 (C): -0.1237, atom 3 (C): -0.1280, atom 4 (C): -0.6997

Record 3
Entry from the Open Molecules 2025 dataset: a structure of composition C19H43OP3SSn (ωB97M-V with the def2-TZVPD basis set).

## Properties
- strongest force on any atom (eV/A) = 4.83
- HOMO level (hartree) = -0.7392
- net charge = +4
- energy above the lowest of the compared OMol25 structures with the same formula, charge and spin (kJ/mol) = 0.0

```
68
C19H43OP3SSn, DFT ωB97M-V with the def2-TZVPD basis set
Sn 0.9462 0.2911 -0.6345
P -1.3867 -0.8357 0.6241
P 2.1916 -0.7850 1.4819
P -0.6814 0.4454 -2.8502
H 4.2058 0.2892 -2.6101
C 3.1498 0.3952 -2.9069
C 2.4127 1.1757 -1.8608
H 3.1442 1.5661 -1.1200
C -1.6647 -2.5674 0.1018
C -1.5565 -0.9984 2.4380
C -2.9937 -0.0566 0.2365
C 3.9922 -0.5621 1.5468
C 1.6315 -0.0852 3.0683
C 1.9586 -2.5868 1.6168
C 0.0720 0.8465 -4.4649
C -1.9076 1.7899 -2.6809
C -1.6587 -1.0426 -3.2386
H 3.1447 0.9866 -3.8412
H 1.9026 2.0449 -2.3327
H -2.5984 -2.9304 0.5553
H -0.8317 -3.1979 0.4379
H -1.7388 -2.6356 -0.9905
H -2.6095 -1.2206 2.6734
H -1.2778 -0.0570 2.9321
H -0.9261 -1.8074 2.8328
H -3.7464 -0.4616 0.9297
H -3.3143 -0.2635 -0.7923
H -2.9356 1.0315 0.3835
H 4.3051 -0.5112 2.6029
H 4.2706 0.3812 1.0525
H 4.5180 -1.3908 1.0484
H 0.9670 -0.7737 3.6035
H 1.0982 0.8597 2.8956
H 2.5123 0.1247 3.6887
H 2.5675 -2.9680 2.4496
H 2.2897 -3.0748 0.6902
H 0.9067 -2.8485 1.7949
H -0.7346 1.1541 -5.1428
H 0.5898 -0.0293 -4.8727
H 0.7902 1.6667 -4.3618
H -2.3146 2.0128 -3.6779
H -1.4178 2.6944 -2.2906
H -2.7243 1.5083 -2.0037
H -2.0443 -0.9522 -4.2647
H -2.5005 -1.1761 -2.5478
H -1.0060 -1.9259 -3.1845
C 3.9926 -2.3696 -3.0479
C 3.8805 -3.7546 -3.6577
C 3.7433 -4.8009 -2.6055
C 4.2394 -4.5776 -1.3487
C 4.6908 -3.3005 -0.9304
C 4.5150 -2.1805 -1.7754
S 3.2227 -1.4288 -4.1887
H 3.0087 -3.5134 -4.3313
H 4.7657 -3.9637 -4.2851
H 3.3771 -5.7762 -2.9208
H 4.3058 -5.3903 -0.6141
H 5.1498 -3.1748 0.0489
H 4.7569 -1.1816 -1.4349
C -0.6419 4.2965 1.4407
C -0.7598 2.9236 0.8232
O 0.5303 2.4567 0.3265
H -0.0103 4.2766 2.3397
H -1.6327 4.6324 1.7495
H -0.2483 5.0343 0.7327
H -1.1056 2.1664 1.5404
H -1.4489 2.9035 -0.0349
H 1.1771 3.1814 0.4230
```

Here are the Mulliken charges for atoms 1 to 4, given in e: atom 1 (Sn): 1.3264, atom 2 (P): 0.3829, atom 3 (P): 0.8653, atom 4 (P): 0.6962

Record 4
Entry from the Open Molecules 2025 dataset: an isolated molecule of C4H7BrN2O (ωB97M-V with the def2-TZVPD basis set).

## Properties
- strongest force on any atom (eV/A) = 3.94
- HOMO level (hartree) = -0.3071
- net charge = 0
- energy above the lowest of the compared OMol25 structures with the same formula, charge and spin (kJ/mol) = 208.4

```
15
C4H7BrN2O, DFT ωB97M-V with the def2-TZVPD basis set
C 0.0385 -1.7050 0.5971
C -0.2278 -0.4667 -0.2240
C -1.4034 0.3307 0.1342
Br -3.0168 -0.4918 -0.4981
C -1.1553 1.5782 0.4486
O 0.1422 1.9233 0.5635
N 0.9404 0.6042 0.1691
N 1.8886 0.7168 -0.7127
H 1.1468 -1.7305 0.7905
H -0.1227 -2.6472 -0.0912
H -0.5851 -1.8013 1.4902
H -0.2564 -0.4844 -1.3229
H -1.8140 2.3229 0.6271
H 1.6537 0.9453 -1.6558
H 2.7713 0.9056 -0.3156
```

Here are the Mulliken charges for atoms 1 to 4, given in e: atom 1 (C): -1.0959, atom 2 (C): 0.4883, atom 3 (C): -0.5715, atom 4 (Br): -0.1428

Energy: -4044.3745, -382.5537, -2459.8955, -2915.2379 (Ha)